C40H61BeN4O7 as an isolated structure at a distorted geometry, computed with ωB97M-V with the def2-TZVPD basis set.

Each line ends with the Löwdin charge.
Cartesian coordinates (Å):
C: 1.05371 -3.67673 -5.84842  -0.02
O: -0.58133 0.15066 1.24625  -0.33
C: -0.40561 -4.09076 4.74925  -0.03
C: 2.71590 -3.84623 -0.39726  -0.08
C: -2.64437 0.36789 -4.40073  -0.02
C: -3.07673 4.30427 -2.22338  0.00
H: -0.64164 -0.25881 -1.38479  0.05
H: 0.17174 -3.02798 -5.90985  0.09
H: 0.88979 -3.59413 6.37625  0.11
H: 0.83437 2.24985 0.68428  0.09
H: -0.22676 -5.35372 -0.18999  0.10
H: -3.01980 -1.21735 -2.47785  0.08
N: 1.18385 2.88708 2.59669  0.04
H: 1.11982 1.32478 -3.31903  0.06
C: 3.48735 -1.08148 2.10603  -0.01
C: -1.84060 3.46216 -2.39647  -0.49
H: 3.80766 -0.61914 1.16949  0.09
H: 2.89456 -1.92102 -3.54015  0.07
O: -4.37077 -2.77440 2.86470  0.07
H: -2.78353 1.74474 1.40794  0.09
H: -2.39734 5.98563 3.85361  0.12
H: -3.07413 -4.19702 0.98029  0.07
H: -0.18398 2.41909 -1.46300  0.07
H: 0.15115 -1.71693 1.14774  0.07
O: -4.39700 1.53111 -3.27370  0.07
C: 3.09664 -4.25943 -1.67384  -0.06
C: -3.83421 -3.49806 0.62632  0.00
C: -3.44095 4.92036 2.33205  -0.05
H: -1.62042 0.47970 -4.03711  0.08
C: 3.11354 0.06597 3.01377  -0.46
C: 0.75432 -5.12172 -0.59420  -0.16
H: -4.33044 3.68263 0.85325  0.11
C: 2.21877 -2.79931 -5.47097  -0.50
H: -1.62692 -1.75742 2.63721  0.09
H: -2.97848 5.28290 -2.68801  0.09
C: 3.49583 0.89243 -2.02455  -0.03
H: -4.91470 -0.87485 0.46214  0.08
C: -1.12441 2.90417 -1.20681  -0.02
H: -0.38465 -5.14633 4.98411  0.12
H: 1.48509 2.89004 -4.06058  0.08
H: 0.81532 -4.42126 -5.09002  0.08
H: -3.46525 -2.98049 -0.25949  0.06
H: 1.26142 -0.54002 0.48300  0.07
C: -2.77723 2.66672 1.97585  -0.12
C: 2.04538 -2.02640 -4.20972  -0.04
C: 1.84452 3.70561 3.41924  -0.16
H: 1.24781 -3.94372 1.16161  0.09
C: 1.92305 1.97586 -3.65878  -0.02
C: 0.27414 -1.86728 5.23557  -0.14
N: 1.05379 -5.51166 -1.82403  0.07
C: 1.55528 -4.32385 0.19722  -0.08
H: 3.99415 -3.86525 -2.12800  0.11
H: 1.13809 -4.10995 -6.84249  0.09
H: -0.97947 3.91963 4.37828  0.10
H: -2.81794 -0.57689 -4.91593  0.09
H: 3.82591 0.25001 -2.84255  0.09
C: -4.17060 -1.04895 1.23888  -0.03
C: -1.10365 -3.58885 3.66212  -0.03
C: 0.18645 -0.78090 0.56106  -0.46
N: -1.87586 2.74864 2.95261  0.04
H: 3.40961 -3.20559 0.13523  0.09
H: -2.80400 1.12577 -5.16778  0.09
C: 2.98655 4.71031 1.58354  -0.04
H: 3.67403 5.45395 1.20383  0.12
H: -4.05876 5.77024 2.07025  0.12
C: 3.03514 2.16778 -2.64348  -0.50
H: -3.15624 4.48750 -1.14650  0.05
H: -1.14317 -1.83086 -0.73034  0.06
H: -4.67525 -4.10369 0.28608  0.10
H: 1.64599 -1.04295 -4.47748  0.08
H: 3.30443 5.24456 3.65698  0.11
H: -4.49956 -0.49244 2.11929  0.08
H: -4.42407 -0.47978 -1.58191  0.07
C: -3.62484 3.72795 1.67028  -0.04
C: -1.74731 3.91565 3.61655  -0.14
H: 1.27562 -2.52626 -3.61353  0.06
C: -3.58356 0.63153 -3.25159  -0.49
O: 3.30102 -2.81589 -6.01208  0.08
C: -3.47426 -0.31042 -2.07556  -0.02
H: 2.38238 -5.27968 -3.40787  0.10
H: 4.02485 1.79947 4.00857  0.08
C: -0.30383 -1.13666 -0.83224  -0.07
H: 0.80417 -1.17729 5.88112  0.11
H: -3.98562 3.80494 -2.55352  0.08
H: 4.20297 -1.76355 2.55963  0.10
N: -0.32309 -1.36623 4.15132  0.04
C: 2.77489 4.62309 2.94831  -0.05
C: 1.39130 2.96471 1.27962  -0.12
H: -1.69817 -4.27591 3.07773  0.11
C: 4.25580 0.99988 3.30636  -0.01
H: -2.73570 0.09634 -1.38214  0.05
Be: -0.34867 0.91799 3.46429  0.91
H: 4.66056 1.45971 2.40416  0.10
C: 2.27350 3.87786 0.72990  -0.03
H: 4.26117 1.01370 -1.25959  0.08
O: 3.72684 3.15850 -2.55395  0.07
H: 5.04534 0.41876 3.79036  0.10
C: -1.02001 -2.23786 3.39444  -0.12
H: -1.73883 2.08086 -0.82585  0.07
H: 2.33697 4.05877 -0.33493  0.10
C: -4.15621 -2.49451 1.71253  -0.50
C: 0.33011 -3.21284 5.53503  -0.04
O: 2.01385 0.21927 3.50490  0.01
O: -1.33559 3.37287 -3.49704  0.07
H: 2.60560 -1.65918 1.82442  0.05
H: -3.20049 -0.68299 0.89554  0.05
H: 2.39996 1.58334 -4.56270  0.10
H: 2.68128 0.38500 -1.49373  0.07
H: -0.97496 3.69981 -0.47680  0.09
H: 1.56988 3.64189 4.46452  0.11
C: 2.17712 -5.05064 -2.36825  -0.15
C: -2.53209 5.02554 3.37893  -0.03
H: 0.44277 -1.68601 -1.41000  0.06

Maximum force in eV/Å: 4.33
Charge: +1
Frontier orbital gap in eV: 6.579
2S+1: 1
Energy above the lowest of the compared OMol25 structures with the same formula, charge and spin in kJ/mol: 0.0



C40H61IrOP2Si as an isolated structure at a distorted geometry, computed with ωB97M-V with the def2-TZVPD basis set.

Each line ends with the Löwdin charge.
Cartesian coordinates (Å):
Ir: -0.20314 -0.80197 -0.75612  0.71
H: -0.43986 -2.39491 -1.97587  0.03
H: 5.83508 2.33800 -0.34284  0.12
H: -3.55223 -3.39564 -0.06687  0.13
H: -1.63426 -1.44740 3.26307  0.11
H: -1.36027 -4.44193 -0.77069  0.11
C: 2.31233 -1.06224 4.27903  -0.04
C: -1.95562 -2.45218 -3.54428  -0.17
C: -1.96387 -3.87897 -1.47815  -0.18
H: -4.53747 -0.08535 0.40150  0.11
H: 5.48464 -0.23408 -1.81861  0.11
H: -0.98911 0.87280 3.66696  0.12
P: 1.22679 0.77296 0.22319  1.01
H: 2.07523 2.00973 2.91073  0.08
C: -3.71423 -2.09845 -1.77035  -0.16
C: 0.73243 -4.78081 1.72083  -0.07
C: 5.22965 1.43671 -0.43955  -0.16
H: 4.26581 0.79001 -3.73279  0.12
H: -4.32843 -1.34583 -1.27754  0.10
H: -4.46426 2.09817 1.45425  0.12
C: -1.11783 -3.30700 1.36650  -0.39
H: -3.58592 2.09378 -3.18806  0.11
H: 1.23579 2.63916 -1.83461  0.08
H: 3.69870 1.93011 1.00383  0.11
H: 2.65427 0.92706 5.01747  0.12
H: 1.77789 -5.03541 1.57953  0.12
H: 5.61130 0.72296 0.29237  0.12
C: 1.96110 -1.82735 3.17488  -0.05
H: 6.24988 1.24418 -2.34818  0.12
C: 2.35803 0.32136 4.17093  -0.04
H: 0.05661 5.26946 2.14588  0.12
C: -1.60896 0.68090 2.79229  -0.19
Si: 1.24085 -2.26177 0.44064  0.50
H: 3.53670 -3.05564 0.50695  0.06
C: 1.40591 4.56425 -0.88265  -0.19
C: -2.86307 -1.45550 -2.84742  -0.21
C: 2.87487 0.52988 -2.11250  -0.20
C: -1.94887 -4.16056 2.09866  -0.06
H: -0.20984 5.94475 -0.51430  0.11
H: -2.55655 -3.20049 -4.06873  0.13
H: 1.98653 0.97662 -2.56499  0.08
H: 2.61651 -3.90705 -0.75609  0.05
H: -2.06463 -5.98771 3.20778  0.12
H: -2.22401 -0.71803 -2.36129  0.05
C: -1.09662 1.24772 -4.20553  0.02
P: -1.81301 -1.92196 0.44778  1.01
C: 0.59741 5.47103 0.04759  -0.17
C: -1.42547 -5.32178 2.64308  -0.03
H: -2.96815 2.58984 -1.58815  0.09
C: -3.90937 1.28639 1.92659  -0.18
H: 4.00225 2.24899 -2.80097  0.12
H: -0.28446 3.44578 -1.54106  0.10
C: -2.96531 -1.05455 1.57696  -0.37
C: -2.72042 2.47693 -2.64095  0.02
C: -2.62955 1.81439 2.57497  -0.17
H: 2.84909 -0.53313 -2.37267  0.10
H: 1.80868 3.54027 1.58462  0.11
C: 0.21949 -3.58990 1.19430  -0.32
H: -3.00108 -3.93476 2.24072  0.11
H: 2.39692 4.39274 -0.45750  0.10
C: 2.79715 -2.93563 -0.28840  -0.16
C: 5.35708 0.85103 -1.86578  -0.17
C: -1.09564 -3.16231 -2.50829  -0.18
H: -4.40285 -2.81163 -2.23198  0.14
C: 0.68935 3.23135 -1.10186  -0.17
C: -1.56814 1.54810 -2.82265  -0.47
H: -1.04923 4.46413 1.05526  0.11
C: -3.60917 0.19664 0.89703  -0.19
H: -0.27557 0.53512 -4.19723  0.09
H: 3.22496 -2.28332 -1.05461  0.02
H: -1.92506 0.86208 -4.80454  0.11
H: -3.73548 -1.81267 1.74763  0.12
H: -0.59021 2.17751 0.29487  0.07
C: 0.00943 4.67917 1.23153  -0.17
H: -2.48366 3.45150 -3.07667  0.11
H: -0.40441 -3.85965 -2.98146  0.13
H: -3.49655 -0.92418 -3.56170  0.13
H: -2.19180 2.58834 1.94031  0.09
C: 0.73996 3.35136 1.45267  -0.20
C: -0.08414 -5.64133 2.43961  -0.03
H: -2.59222 -4.60309 -2.00360  0.14
C: 1.62868 0.15852 1.88248  -0.37
C: 1.62848 -1.22703 1.95536  -0.29
H: -4.56857 0.86992 2.69201  0.12
C: 4.12967 1.16577 -2.71876  -0.18
H: 0.36105 2.87892 2.35606  0.10
H: -2.93673 0.59960 0.12807  0.09
H: 0.32010 -6.55975 2.84584  0.12
H: -3.09867 -0.58229 3.67101  0.13
H: 2.56631 -1.54412 5.21507  0.12
H: -2.87601 2.29133 3.52526  0.12
C: 0.46564 2.44807 0.23659  -0.38
C: 2.86767 0.65861 -0.56519  -0.40
C: -2.31176 -0.66469 2.91849  -0.17
H: -0.93678 0.62513 1.93896  0.05
C: -2.87108 -2.88031 -0.75078  -0.36
H: -1.33876 -1.95501 -4.29585  0.11
H: -0.77335 2.17568 -4.68599  0.11
C: 3.77894 1.79138 -0.07613  -0.18
H: 3.48551 2.72703 -0.55519  0.10
H: 1.23646 6.27496 0.41069  0.12
H: 3.24164 -0.27640 -0.13791  0.09
C: 2.02240 0.93578 2.97242  -0.08
H: 1.95171 -2.90780 3.26878  0.11
H: 1.56185 5.05227 -1.84495  0.12
O: -1.01313 1.05735 -1.84102  -0.15

Maximum force in eV/Å: 1.62
Charge: +2
Frontier orbital gap in eV: 6.952
2S+1: 1
Energy above the lowest of the compared OMol25 structures with the same formula, charge and spin in kJ/mol: 65.1